#w
71
Properties=species:S:1:pos:R:3 method="wB97M-V/def2-TZVPD" e_lumo_ev=2.5028 orbital_gap_ev=7.39 homo_energy_ev=-4.9 total_charge=-1
Y -0.3825 0.1023 0.3671
O 1.5538 -2.0400 -3.0092
C 1.0470 -1.7036 -1.9401
O 0.1264 -0.8557 -1.7264
C 1.6121 -2.3270 -0.6642
C 2.4929 -3.3980 -0.6500
C 2.9317 -3.8691 0.5786
C 2.4684 -3.2864 1.7507
C 1.5625 -2.2455 1.6453
N 1.1750 -1.7807 0.4634
C 0.8863 -1.5693 2.8273
O 1.3578 -1.7302 3.9514
O -0.1260 -0.8688 2.4995
H 2.8132 -3.8191 -1.5922
H 3.6292 -4.6968 0.6233
H 2.7710 -3.6204 2.7327
S 0.0821 4.9216 0.6323
C -1.4278 4.5620 1.3513
C -1.6645 3.2192 1.3819
C -0.6217 2.4107 0.8184
C 0.3884 3.2315 0.3919
C 1.5914 2.7558 -0.2842
C 2.6484 3.5958 -0.6364
C 3.7592 3.0662 -1.2588
C 3.8017 1.7048 -1.5193
C 2.7110 0.9410 -1.1452
N 1.6297 1.4381 -0.5543
H -2.0665 5.3559 1.7069
H -2.5785 2.8080 1.7920
H 2.5934 4.6534 -0.4169
H 4.5859 3.7092 -1.5351
H 4.6490 1.2357 -1.9988
H 2.7120 -0.1211 -1.3455
F -3.8726 -2.4983 -2.7346
C -4.1465 -2.5805 -1.4267
F -3.3560 -3.5044 -0.8890
F -5.4152 -2.9702 -1.2903
S -3.8868 -0.9332 -0.6442
O -2.4506 -0.7349 -0.7339
O -4.7113 -0.0570 -1.4196
N -4.4238 -1.1925 0.8022
S -3.4838 -1.0147 2.0695
O -4.2524 -1.0295 3.2687
O -2.5362 0.0545 1.8453
C -2.5877 -2.6402 2.1730
F -3.4891 -3.6187 2.0515
F -1.9903 -2.7685 3.3459
F -1.6863 -2.7817 1.1939
N 1.1904 1.0499 5.4592
C 0.9936 1.5509 4.0989
C 2.1642 1.1095 3.2433
O 3.3166 1.0101 3.9108
O 2.1079 0.8973 2.0562
H 0.5544 1.4977 6.1040
H 3.0626 1.0896 4.8556
H 0.9867 0.0515 5.4511
H 1.0192 2.6452 4.0974
H 0.0740 1.2290 3.6163
C 0.8684 0.8270 -4.4391
N -0.5346 0.4692 -4.3959
C -1.1143 -0.5495 -5.1252
C -2.3981 -0.6491 -4.7288
N -2.5846 0.3134 -3.7580
C -1.4327 0.9849 -3.5226
S -1.1727 2.1708 -2.3538
H 1.1649 0.9932 -5.4753
H 1.4578 0.0267 -3.9951
H 0.9908 1.7454 -3.8693
H -0.5540 -1.1197 -5.8431
H -3.1791 -1.3122 -5.0483
H -3.4044 0.4597 -3.1874

#x
71
Properties=species:S:1:pos:R:3 method="wB97M-V/def2-TZVPD" e_lumo_ev=2.1840 orbital_gap_ev=7.30 homo_energy_ev=-5.1 total_charge=-1
Y 0.3033 -0.0337 0.3140
O -4.0050 0.2292 1.3990
C -2.7825 0.3679 1.3778
O -2.0378 0.2282 0.3528
C -2.0201 0.6835 2.6468
C -2.5998 0.9322 3.8764
C -1.7585 1.1673 4.9569
C -0.3825 1.1433 4.7806
C 0.1095 0.8793 3.5116
N -0.7015 0.6520 2.4893
C 1.5974 0.8300 3.1606
O 2.4108 0.9431 4.0679
O 1.8221 0.6533 1.9128
H -3.6773 0.9320 3.9573
H -2.1760 1.3675 5.9364
H 0.3193 1.3170 5.5840
S 4.3784 -1.7345 -1.8066
C 3.9513 -0.3801 -2.7654
C 2.8487 0.2541 -2.2691
C 2.2829 -0.3263 -1.0841
C 3.0366 -1.4211 -0.7361
C 2.8287 -2.2438 0.4615
C 3.7548 -3.2008 0.8813
C 3.5381 -3.8863 2.0600
C 2.4101 -3.5965 2.8105
C 1.5317 -2.6464 2.3211
N 1.7109 -2.0044 1.1704
H 4.5437 -0.1089 -3.6273
H 2.4401 1.1396 -2.7443
H 4.6464 -3.3825 0.2967
H 4.2532 -4.6258 2.3992
H 2.2049 -4.0839 3.7529
H 0.6395 -2.3924 2.8769
F -0.1652 5.2722 -0.3639
C -0.8223 4.5677 -1.2825
F -0.0136 4.3571 -2.3159
F -1.8657 5.2819 -1.6975
S -1.3758 2.9739 -0.5436
O -0.1109 2.2946 -0.3063
O -2.1653 3.3370 0.5827
N -2.1989 2.3837 -1.7294
S -2.0028 0.9858 -2.3828
O -3.1909 0.2048 -2.4452
O -0.7522 0.3568 -2.0267
C -1.7089 1.4692 -4.1336
F -2.7896 2.0262 -4.6668
F -1.4101 0.3746 -4.8429
F -0.6934 2.3170 -4.2395
N 1.5366 -2.6687 -4.1661
C 0.5399 -2.0051 -3.3260
C 0.4014 -2.7557 -2.0171
O 0.8558 -4.0070 -2.0697
O -0.0937 -2.3127 -1.0098
H 1.3487 -2.5060 -5.1450
H 1.2814 -4.0774 -2.9548
H 2.4551 -2.2853 -3.9617
H -0.4434 -2.0510 -3.8006
H 0.7493 -0.9640 -3.1057
C -1.6465 -5.1795 -0.1860
N -2.5057 -4.0423 -0.4264
C -3.3125 -3.8540 -1.5374
C -3.9367 -2.6682 -1.3737
N -3.5262 -2.1598 -0.1663
C -2.6214 -2.9828 0.4115
S -1.7821 -2.7426 1.8549
H -2.1855 -5.9649 0.3465
H -0.8042 -4.8440 0.4139
H -1.2816 -5.5580 -1.1383
H -3.3583 -4.5706 -2.3379
H -4.6139 -2.1317 -2.0125
H -3.7770 -1.2473 0.2230

Order from most stable to least stable according to the calculation: #x, #w